1.
Here is 14 unconnected molecules or ions with the total composition C3H32NO15 at a distorted geometry from OMol25. Energies are from ωB97M-V/def2-TZVPD.

Calculated values
**HOMO-LUMO gap**: 9.086 eV
**E_tot**: -35834.740 eV
**LUMO level**: 0.09099 hartree
**Net charge**: -1
**Largest force on an atom**: 9.8 eV/A
**Energy above the lowest of the compared OMol25 structures with the same formula, charge and spin**: 55.56 kcal per mole

Structure (XYZ):
```
51
Properties=species:S:1:pos:R:3:nbo_charge:R:1
C 1.4516 -3.0462 0.8888 -0.226
N -0.0246 -2.9519 1.2332 -0.675
C -1.0623 -2.3848 0.3814 0.934
O -0.5359 -1.6819 -0.5709 -0.845
O -2.2261 -2.3662 0.9035 -0.788
C 2.1974 -1.5675 0.9130 -0.618
H 2.0617 -3.6882 1.4331 0.191
H 1.5783 -3.5738 -0.0742 0.219
H -0.2672 -3.1494 2.1536 0.382
H 2.9866 -1.7103 1.6268 0.194
H 1.5524 -0.8122 1.4251 0.186
H 2.4429 -1.4135 -0.1120 0.237
H -4.4146 -0.3086 0.1233 0.470
H -3.0342 -1.2076 0.1803 0.532
O -3.5774 -0.2827 -0.0232 -1.016
H 0.4104 2.1009 -3.2209 0.515
H 0.6500 1.4966 -1.7872 0.496
O 1.1367 1.8038 -2.5716 -1.025
H 1.9057 3.0591 -1.4783 0.490
H 0.9376 3.9902 -0.8350 0.439
O 1.9259 3.7843 -0.9337 -0.936
H 1.3428 -0.1705 3.0225 0.474
H -0.1610 -0.0136 3.4210 0.463
O 0.7756 -0.3164 3.8048 -0.934
H -1.9980 2.5961 -3.2894 0.461
H -1.5490 1.1974 -3.1861 0.508
O -1.3779 2.0366 -3.6243 -0.984
H -2.4855 0.7264 0.6817 0.504
H -1.8974 0.3976 1.9471 0.461
O -1.8492 1.1674 1.3722 -0.983
H 3.4966 0.8138 -1.1178 0.483
H 4.4193 0.1855 -0.0878 0.474
O 4.2842 0.2158 -1.0117 -0.956
H -1.6429 3.6454 0.8464 0.498
H -0.2829 4.0638 0.0592 0.455
O -1.2504 4.1720 0.1098 -0.955
H 2.3359 2.2411 0.4680 0.488
H 1.9606 0.8869 1.0445 0.488
O 2.6241 1.5619 1.1594 -1.003
H -0.3069 0.7177 0.8752 0.488
H -0.0739 -0.2295 -0.3129 0.507
O 0.3757 0.6169 0.1460 -1.070
H 1.4453 -3.0001 -3.1421 0.455
H 0.6935 -2.3476 -2.1410 0.484
O 0.8434 -3.2461 -2.4242 -0.937
H -2.6979 -1.5211 2.5266 0.485
H -3.6920 -0.5133 2.1413 0.457
O -3.4232 -1.0382 2.8663 -0.949
H -1.3224 -0.8405 -1.9922 0.519
H -2.6426 0.0507 -1.4744 0.507
O -2.0394 -0.1463 -2.3428 -1.045
```

2.
Here is 11 unconnected molecules or ions with the total composition C54H122O33 at a distorted geometry from OMol25. Energies are from ωB97M-V/def2-TZVPD.

Calculated values
**HOMO-LUMO gap**: 9.538 eV
**E_tot**: -125527.943 eV
**LUMO level**: 0.02329 hartree
**Structure (SMILES)**: COC(=O)OC.COC(=O)OC.COC(=O)OC.COC(=O)OC.COCCOCCOC.COCCOCCOC.COCCOCCOC.COCCOCCOC.COCCOCCOC.COCCOCCOC.COCCOCCOC
**Largest force on an atom**: 4.2 eV/A

Structure (XYZ):
```
209
Properties=species:S:1:pos:R:3:lowdin_charge:R:1
C 0.8897 13.3292 31.7712 0.000
O 0.5165 12.5026 32.9067 -0.008
C -0.7281 12.1904 33.1132 -0.668
O -1.6126 12.4162 32.3411 0.125
O -0.8127 11.6398 34.3325 -0.016
C -2.1379 11.2392 34.7411 -0.014
H 0.1741 13.1837 30.9435 0.065
H 1.8805 13.0321 31.3486 0.114
H 0.8611 14.3781 32.0889 0.085
H -2.1430 11.0307 35.8260 0.107
H -2.4741 10.4179 34.1394 0.089
H -2.6222 12.1302 34.4334 0.072
C 2.1275 14.7571 34.7461 -0.016
O 1.3245 14.7921 35.9296 0.006
C 0.0091 14.9762 35.6896 -0.595
O -0.4529 14.7861 34.6102 0.140
O -0.6431 15.2863 36.8226 -0.007
C -2.1018 15.2886 36.7567 -0.014
H 3.0813 14.9576 35.1193 0.052
H 1.8145 15.4761 33.9959 0.082
H 2.2160 13.6934 34.4506 0.115
H -2.5435 16.0527 36.1033 0.078
H -2.4645 15.4574 37.7995 0.110
H -2.3972 14.3407 36.3217 0.083
C 12.3104 13.5391 29.9332 -0.009
O 12.0638 13.9448 31.3092 -0.005
C 11.4460 15.1078 31.4375 -0.660
O 11.1528 15.8385 30.5209 0.107
O 11.2174 15.3415 32.6986 0.001
C 10.5976 16.5977 33.0336 -0.007
H 12.6855 14.3866 29.3554 0.090
H 11.3334 13.3301 29.5006 0.083
H 13.0685 12.7349 30.0335 0.109
H 11.0135 17.4132 32.5009 0.082
H 10.8098 16.6730 34.0966 0.098
H 9.5296 16.5298 32.7830 0.106
C 0.2969 18.6132 25.0276 0.052
O 0.3386 17.1968 24.5065 0.043
C 1.3195 16.4595 24.9196 -0.654
O 2.2986 16.8398 25.5704 0.074
O 1.1047 15.2210 24.6183 0.010
C 1.9307 14.2664 25.2173 -0.041
H 1.2622 19.0134 25.0701 0.063
H -0.0829 18.6432 26.0484 0.099
H -0.3880 19.1088 24.4013 0.060
H 1.3866 13.2909 25.1812 0.080
H 2.1542 14.5169 26.2393 0.088
H 2.8057 14.1315 24.5544 0.110
C 8.8865 11.3197 26.5330 -0.108
O 8.5881 12.6866 26.4291 -0.227
C 7.8897 13.1045 25.3033 -0.215
C 7.7816 14.6372 25.2891 -0.137
O 9.0210 15.1765 24.7830 -0.137
C 10.1288 15.2889 25.6277 -0.202
C 10.0180 16.5481 26.4894 -0.206
O 9.6321 17.6774 25.7527 -0.202
C 10.6553 18.1856 24.9471 -0.108
H 7.9565 10.7280 26.4383 0.088
H 9.4381 11.2280 27.4865 0.091
H 9.5191 10.9162 25.6687 0.104
H 6.8116 12.7790 25.3968 0.138
H 8.3258 12.8094 24.3362 0.133
H 7.5834 14.9189 26.3495 0.115
H 6.9851 15.0720 24.7543 0.112
H 10.9187 15.3423 24.8452 0.126
H 10.3372 14.4219 26.2620 0.116
H 11.0108 16.7346 27.0009 0.141
H 9.2714 16.5010 27.2745 0.106
H 11.2660 18.9013 25.5402 0.096
H 10.1976 18.6348 24.0803 0.086
H 11.2515 17.3269 24.5972 0.080
C 8.2091 14.1898 29.2061 -0.027
O 7.2899 15.1588 28.5152 -0.216
C 5.9653 14.8036 28.9010 -0.205
C 5.0783 15.9303 28.4884 -0.194
O 3.8960 15.8680 29.2550 -0.134
C 3.0742 17.0064 29.0740 -0.181
C 1.6110 16.5845 29.3098 -0.165
O 0.7429 17.7255 29.2004 -0.217
C -0.5952 17.3323 29.5440 -0.098
H 8.1036 14.3413 30.2483 0.068
H 9.1590 14.5822 28.8679 0.073
H 8.0110 13.2024 28.9590 0.056
H 5.9496 14.6216 29.9943 0.133
H 5.6870 13.8625 28.4187 0.128
H 4.8376 16.0792 27.3974 0.147
H 5.5968 16.8696 28.7218 0.117
H 3.1456 17.3350 28.0277 0.102
H 3.4552 17.7838 29.7165 0.107
H 1.5141 16.1052 30.2714 0.101
H 1.4025 15.8185 28.5018 0.135
H -0.6689 16.7996 30.5255 0.091
H -1.0224 16.7012 28.7068 0.093
H -1.1622 18.2697 29.6131 0.087
C 4.2528 20.7773 29.9605 -0.131
O 4.7401 19.6387 29.3532 -0.200
C 5.1379 19.7321 27.9193 -0.133
C 6.6461 19.6309 27.6262 -0.165
O 7.3938 20.4034 28.5793 -0.136
C 8.7835 20.0312 28.6109 -0.185
C 9.4206 20.9367 29.6156 -0.236
O 9.0476 20.5246 30.9271 -0.181
C 9.0119 21.7228 31.8144 -0.064
H 3.3758 20.5048 30.5078 0.080
H 4.0622 21.5708 29.2930 0.065
H 4.9751 21.1383 30.5972 0.061
H 4.7521 20.7393 27.6325 0.114
H 4.5996 18.9532 27.3644 0.106
H 6.7220 20.0054 26.5801 0.138
H 6.9766 18.5904 27.7144 0.113
H 9.3297 20.2279 27.6111 0.151
H 8.8658 18.9888 28.8521 0.118
H 8.9843 21.8953 29.4133 0.112
H 10.5069 20.9396 29.4681 0.129
H 8.2304 22.4577 31.5002 0.094
H 9.9470 22.2037 31.6681 0.060
H 8.8910 21.4825 32.8755 0.082
C 4.1207 17.0048 32.8939 -0.081
O 2.7336 17.1663 32.5727 -0.190
C 2.2475 18.3608 33.1729 -0.192
C 0.8629 18.4985 32.6921 -0.186
O 0.1048 17.4396 33.2400 -0.136
C -1.2511 17.7532 33.6535 -0.140
C -1.2852 18.4010 35.0494 -0.184
O -0.7016 19.6953 35.0770 -0.241
C -1.3951 20.7838 34.4664 -0.090
H 4.4547 16.0058 32.7343 0.084
H 4.2125 17.0912 33.9847 0.065
H 4.7822 17.7406 32.4931 0.085
H 2.8010 19.2140 32.7601 0.128
H 2.4021 18.3262 34.2214 0.123
H 0.7504 18.5458 31.6342 0.107
H 0.5048 19.4662 33.1608 0.127
H -1.8359 16.8604 33.7659 0.104
H -1.7168 18.4079 32.9120 0.123
H -0.7815 17.8231 35.8389 0.129
H -2.2884 18.6210 35.3741 0.107
H -1.1971 20.7279 33.3813 0.078
H -1.0290 21.7071 34.9676 0.101
H -2.4700 20.5957 34.6955 0.093
C 1.8713 20.3598 27.3623 -0.086
O 0.7454 20.8069 26.6607 -0.225
C 0.8207 22.0032 25.9524 -0.192
C -0.5953 22.2835 25.4439 -0.187
O -0.9162 21.4857 24.3273 -0.140
C -2.1501 21.8255 23.7318 -0.189
C -3.2798 20.8291 23.9557 -0.193
O -2.8594 19.5031 23.6341 -0.175
C -3.9064 18.5858 23.7633 -0.106
H 2.1803 21.0885 28.1480 0.089
H 2.6957 20.2059 26.6644 0.088
H 1.5151 19.5054 27.9350 0.085
H 1.4797 21.9320 25.0766 0.135
H 1.2146 22.7919 26.5997 0.126
H -0.7067 23.3059 25.1304 0.110
H -1.3062 22.1345 26.2726 0.137
H -1.9306 21.8995 22.6427 0.136
H -2.3809 22.8771 23.9831 0.126
H -4.0962 21.1974 23.3660 0.117
H -3.5754 20.8945 24.9910 0.120
H -4.6308 18.8891 23.0493 0.071
H -4.3837 18.6021 24.7212 0.082
H -3.4958 17.6249 23.4330 0.102
C 4.6557 14.2744 39.5900 -0.132
O 5.4138 15.1002 38.7661 -0.192
C 4.8951 15.2845 37.4301 -0.199
C 5.9836 15.8461 36.6070 -0.188
O 6.7449 14.7508 36.0508 -0.121
C 7.9277 15.1949 35.3895 -0.199
C 8.6427 14.0186 34.7738 -0.182
O 7.9844 13.6308 33.5356 -0.187
C 8.5230 12.4102 33.0311 -0.096
H 4.6657 13.2843 39.1685 0.076
H 3.5616 14.5999 39.6111 0.106
H 5.0600 14.3082 40.6023 0.086
H 4.0767 15.9976 37.5284 0.126
H 4.4571 14.3633 36.9874 0.137
H 6.6452 16.5327 37.1391 0.133
H 5.4487 16.4405 35.8534 0.109
H 8.4777 15.8570 36.0110 0.107
H 7.6175 15.8789 34.5067 0.147
H 8.6927 13.2098 35.4837 0.122
H 9.6678 14.3311 34.5376 0.110
H 8.4586 11.6157 33.7700 0.090
H 9.5313 12.5613 32.6928 0.072
H 7.9576 12.2145 32.1313 0.080
C -0.6431 13.1869 28.3630 -0.157
O -0.4676 13.2457 27.0207 -0.172
C -1.6719 13.5364 26.3568 -0.199
C -1.6842 13.0979 24.8907 -0.163
O -1.7627 11.6958 24.6622 -0.132
C -0.6592 10.8393 25.0079 -0.191
C -0.9780 10.0622 26.2214 -0.256
O 0.1999 9.4514 26.6619 -0.155
C 0.2183 8.0533 26.2696 -0.067
H -1.3534 12.4168 28.7241 0.106
H -1.0627 14.0777 28.8260 0.082
H 0.3241 13.1145 28.7807 0.072
H -1.9468 14.6147 26.3299 0.134
H -2.5470 13.0163 26.8574 0.142
H -0.7953 13.4995 24.4418 0.106
H -2.5848 13.4034 24.4273 0.118
H 0.2272 11.4476 25.1937 0.110
H -0.4184 10.1301 24.1830 0.135
H -1.7959 9.4657 25.9189 0.114
H -1.4873 10.7986 26.8664 0.122
H -0.6370 7.5489 26.7847 0.102
H 1.1690 7.6396 26.4844 0.071
H 0.0233 7.9936 25.1990 0.080
```

3.
Here is a molecular structure, C22H48N11ReS from OMol25. Energies are from ωB97M-V/def2-TZVPD.

Calculated values
**HOMO-LUMO gap (alpha / beta)**: 7.325 / 6.919 eV
**E_tot**: -52924.411 eV
**LUMO level (alpha / beta)**: -0.33182 / -0.36889 hartree
**Net charge**: +3
**Largest force on an atom**: 0.5 eV/A
**2S+1**: 4
**Energy above the lowest of the compared OMol25 structures with the same formula, charge and spin**: 0.00 kcal per mole

Structure (XYZ):
```
83
Properties=species:S:1:pos:R:3:lowdin_charge:R:1
Re 0.3966 -0.3300 -0.7739 1.643
C 3.5980 -1.7319 2.4889 -0.025
N 3.2911 -1.3478 1.1119 -0.128
C 3.2937 -2.4560 0.1615 -0.029
C 3.2002 -0.0637 0.7323 -0.415
N 2.3567 0.2931 -0.2687 -0.097
C 2.8465 1.3611 -1.1635 -0.178
C 2.1163 1.2419 -2.4852 -0.124
N 0.6438 1.1403 -2.2021 -0.283
C 0.1136 2.4571 -1.6952 -0.095
C -0.9491 2.2912 -0.6178 -0.188
N -0.5880 1.2125 0.3159 -0.075
C -1.1592 1.2793 1.5338 -0.372
N -0.7088 0.5394 2.5671 -0.126
C 0.6722 0.1276 2.7290 -0.031
C -1.5665 0.2242 3.7148 -0.015
N -2.2201 2.0980 1.7646 -0.153
C -2.3185 2.9208 2.9700 -0.015
C -3.4074 2.0977 0.9191 -0.024
C -0.0879 0.6500 -3.4187 -0.125
C -1.5094 0.2755 -3.0387 -0.172
N -1.4646 -0.5438 -1.8065 -0.047
C -2.4364 -1.4141 -1.5371 -0.331
N -3.6688 -1.3842 -2.0235 -0.072
C -4.2907 -0.1981 -2.6194 -0.003
C -4.5885 -2.5174 -1.7980 0.021
N -2.1568 -2.4770 -0.6444 -0.164
C -1.6972 -3.7328 -1.2545 -0.003
C -1.4754 -2.1114 0.5380 -0.062
N 3.9398 0.8622 1.3680 -0.114
C 5.2824 0.5832 1.8832 -0.002
C 3.4647 2.2159 1.6221 -0.027
H 2.9522 -2.5687 2.7560 0.107
H 3.4045 -0.9027 3.1640 0.092
H 4.6335 -2.0544 2.6006 0.106
H 4.1279 -3.1118 0.4096 0.113
H 3.4342 -2.0781 -0.8465 0.077
H 2.3737 -3.0378 0.2170 0.084
H 3.9204 1.2606 -1.3364 0.151
H 2.6936 2.3549 -0.7377 0.091
H 2.3959 0.3296 -3.0108 0.126
H 2.2935 2.0999 -3.1383 0.156
H -0.2833 3.0111 -2.5487 0.151
H 0.9618 3.0162 -1.3109 0.121
H -1.9146 2.0926 -1.0823 0.082
H -1.0428 3.2417 -0.0855 0.146
H 1.1404 -0.1174 1.7752 0.026
H 0.7034 -0.7645 3.3526 0.104
H 1.2696 0.9074 3.2102 0.110
H -2.6114 0.3339 3.4422 0.100
H -1.3463 0.8597 4.5725 0.108
H -1.3846 -0.8122 3.9956 0.102
H -1.3741 2.9104 3.5066 0.101
H -3.1176 2.5828 3.6295 0.103
H -2.5261 3.9470 2.6684 0.111
H -3.3681 1.2616 0.2231 0.077
H -3.5302 3.0326 0.3706 0.107
H -4.2818 1.9572 1.5568 0.112
H 0.4650 -0.2128 -3.7857 0.119
H -0.0672 1.4339 -4.1796 0.153
H -1.9550 -0.2925 -3.8581 0.142
H -2.0991 1.1842 -2.9197 0.100
H -4.2504 -0.2060 -3.7068 0.114
H -3.8281 0.7024 -2.2271 0.074
H -5.3334 -0.1960 -2.3120 0.110
H -4.1991 -3.4306 -2.2360 0.090
H -5.5251 -2.2807 -2.2920 0.104
H -4.7589 -2.6606 -0.7337 0.112
H -0.6256 -3.7153 -1.4576 0.063
H -2.2225 -3.9080 -2.1890 0.096
H -1.9307 -4.5514 -0.5758 0.115
H -1.9561 -1.2982 1.0749 0.095
H -0.3707 -1.8046 0.3709 0.031
H -1.3549 -2.9752 1.1923 0.131
H 5.6566 -0.3444 1.4619 0.103
H 5.2915 0.5283 2.9719 0.106
H 5.9378 1.3946 1.5677 0.112
H 3.9999 2.9505 1.0183 0.108
H 3.6388 2.4490 2.6736 0.111
H 2.3966 2.2782 1.4234 0.079
S 2.0483 -3.8807 -3.3516 0.875
C 1.5088 -2.6929 -2.5103 -0.921
N 1.0873 -1.7857 -1.8464 -0.155
```

> The lowest E_tot belongs to which entry?

C54H122O33

> The highest largest force on an atom belongs to which entry?

C3H32NO15